Entry from the Open Molecules 2025 dataset: 15 unconnected molecules or ions with the total composition C22H66BrCl2N2O17P at a distorted geometry (ωB97M-V/def2-TZVPD).

```
111
Properties=species:S:1:pos:R:3
N -0.488 1.354 3.689
C -0.258 1.607 2.595
C 0.084 1.885 1.191
Cl -0.855 3.352 0.746
C -0.347 0.629 0.375
P -1.856 0.660 -0.613
O -2.040 -0.686 -1.166
O -3.101 0.934 0.352
O -1.838 1.718 -1.796
C 1.622 2.220 1.109
Br 2.609 0.571 1.445
C 1.953 3.119 2.223
N 2.179 3.881 3.053
C 2.093 2.950 -0.159
C 1.935 2.278 -1.525
C 3.019 1.293 -1.933
Cl 4.630 2.043 -1.888
H -0.502 -0.208 1.055
H 0.448 0.338 -0.305
H -3.405 1.856 0.312
H -1.288 2.500 -1.636
H 1.552 3.894 -0.183
H 3.142 3.214 -0.031
H 0.979 1.774 -1.657
H 1.954 3.084 -2.261
H 2.847 0.998 -2.963
H 3.047 0.386 -1.340
C 0.737 6.575 -1.347
O 1.364 5.877 -2.420
H 0.595 5.851 -0.551
H 1.366 7.387 -0.976
H -0.237 6.972 -1.645
H 1.508 6.494 -3.142
C -4.447 -3.510 -0.408
O -3.969 -3.247 -1.725
H -5.104 -4.374 -0.464
H -3.618 -3.729 0.270
H -5.014 -2.657 -0.034
H -3.401 -2.470 -1.668
C 7.503 -0.053 -4.582
O 6.330 0.285 -3.844
H 7.190 -0.633 -5.449
H 8.026 0.842 -4.927
H 8.188 -0.661 -3.986
H 6.598 0.796 -3.077
C -3.119 2.114 6.764
O -2.843 1.829 5.396
H -4.198 2.150 6.881
H -2.718 1.331 7.416
H -2.709 3.081 7.060
H -1.886 1.798 5.279
C -0.190 -0.399 -4.044
O 1.017 0.281 -4.409
H 0.053 -1.111 -3.260
H -0.925 0.306 -3.665
H -0.606 -0.939 -4.898
H 0.806 0.911 -5.105
C 4.929 -3.163 1.690
O 4.418 -1.828 1.739
H 4.383 -3.684 0.910
H 5.990 -3.172 1.443
H 4.778 -3.683 2.637
H 4.886 -1.345 2.428
C 7.306 -5.797 0.006
O 6.506 -5.786 1.184
H 7.794 -4.828 -0.061
H 8.074 -6.573 0.053
H 6.697 -5.946 -0.889
H 6.071 -6.640 1.254
C -0.383 -3.322 2.580
O -0.763 -2.678 1.366
H -0.617 -2.639 3.393
H -0.941 -4.249 2.729
H 0.689 -3.539 2.598
H -0.565 -3.269 0.635
C -6.229 4.260 7.784
O -4.932 4.762 7.485
H -6.117 3.543 8.594
H -6.902 5.056 8.112
H -6.669 3.750 6.923
H -5.018 5.396 6.768
C -3.446 -4.494 -5.069
O -4.632 -4.271 -4.331
H -3.708 -5.083 -5.947
H -2.994 -3.554 -5.406
H -2.708 -5.052 -4.483
H -4.397 -3.750 -3.549
C 3.314 -2.724 5.264
O 3.656 -1.373 4.979
H 3.906 -3.032 6.122
H 2.255 -2.823 5.515
H 3.546 -3.384 4.423
H 3.141 -1.092 4.218
C 3.778 1.271 -6.844
O 4.505 1.605 -5.672
H 3.130 2.113 -7.080
H 4.441 1.096 -7.696
H 3.157 0.382 -6.690
H 5.083 0.863 -5.456
C -6.072 1.446 -2.466
O -5.353 1.847 -1.301
H -6.828 2.203 -2.653
H -5.412 1.381 -3.334
H -6.564 0.483 -2.317
H -4.677 1.189 -1.117
C -7.677 -1.616 1.488
O -7.189 -1.319 0.185
H -8.336 -2.476 1.396
H -6.863 -1.869 2.173
H -8.246 -0.780 1.902
H -6.607 -0.556 0.257
```

Output
- energy (eV) = -166044.16286
- LUMO (eV) = -0.12
- E_HOMO (eV) = -9.41
- Kohn-Sham gap (eV) = 9.3

Entry from the Open Molecules 2025 dataset: 2 unconnected molecules or ions with the total composition C5H8N2 at a distorted geometry (ωB97M-V/def2-TZVPD).

```
15
Properties=species:S:1:pos:R:3
C 1.270 -0.360 -1.302
C -1.123 0.924 -0.417
C -1.592 -0.112 0.495
C -1.199 -1.536 0.439
N -0.928 -2.661 0.491
N -0.490 0.833 0.714
C 0.574 0.931 1.469
H 2.182 -0.950 -1.328
H 0.438 -0.965 -1.677
H 1.390 0.549 -1.901
H -1.156 1.466 -1.344
H -2.499 0.030 1.089
H 1.143 -0.091 -0.248
H 0.664 0.281 2.326
H 1.327 1.659 1.194
```

Output
- energy (eV) = -8290.02078
- relative energy (zero: lowest compared OMol25 entry of this formula, charge and spin) (eV) = 4.976
- LUMO (eV) = 0.88
- E_HOMO (eV) = -7.82
- Kohn-Sham gap (eV) = 8.7

Entry from the Open Molecules 2025 dataset: a single C6H12N2O5 molecule at a distorted geometry (ωB97M-V/def2-TZVPD).

```
25
Properties=species:S:1:pos:R:3
N 1.548 1.666 0.675
C 1.860 0.787 -0.500
C 3.163 -0.032 -0.280
O 3.136 -0.494 1.058
C 0.678 -0.121 -0.782
O 0.793 -1.162 -1.449
N -0.491 0.299 -0.280
C -1.784 -0.253 -0.621
C -1.946 -1.539 0.189
O -1.766 -1.331 1.575
C -2.835 0.811 -0.188
O -2.523 1.910 0.190
O -4.098 0.390 -0.117
H 2.073 2.542 0.603
H 2.033 1.183 1.438
H 1.966 1.393 -1.442
H 3.151 -0.839 -0.920
H 4.027 0.624 -0.428
H 3.984 -0.930 1.303
H -0.450 0.915 0.481
H -1.875 -0.482 -1.687
H -1.149 -2.151 -0.127
H -2.945 -2.063 0.027
H -2.369 -0.617 1.881
H -4.181 -0.504 -0.599
```

Output
- structure (SMILES) = N[C@@H](CO)C(=O)N[C@@H](CO)C(=O)O
- energy (eV) = -19634.24947
- relative energy (zero: lowest compared OMol25 entry of this formula, charge and spin) (eV) = 0.529
- LUMO (eV) = 0.45
- E_HOMO (eV) = -9.56
- Kohn-Sham gap (eV) = 10.0

Entry from the Open Molecules 2025 dataset: 3 unconnected molecules or ions with the total composition CH8O2S2 (ωB97M-V/def2-TZVPD).

```
13
Properties=species:S:1:pos:R:3
C -1.139 2.293 0.874
S -0.521 1.290 -0.480
S -1.779 -0.331 -0.548
H -0.320 2.389 1.578
H -1.965 1.781 1.364
H -1.463 3.277 0.552
H -0.920 -1.173 -0.017
O 2.622 -0.040 0.322
H 3.284 0.318 -0.289
H 2.873 0.276 1.195
O 2.020 -3.129 0.560
H 2.747 -2.958 -0.044
H 1.412 -2.399 0.405
```

Output
- structure (SMILES) = CSS.O.O
- energy (eV) = -26931.99476
- relative energy (zero: lowest compared OMol25 entry of this formula, charge and spin) (eV) = 0.520
- LUMO (eV) = 0.43
- E_HOMO (eV) = -8.81
- Kohn-Sham gap (eV) = 9.2

Entry from the Open Molecules 2025 dataset: 23 unconnected molecules or ions with the total composition C32H101N37O23 at a distorted geometry (ωB97M-V/def2-TZVPD).

```
193
Properties=species:S:1:pos:R:3
C 15.509 19.530 21.392
O 14.691 18.832 20.851
N 15.406 20.807 21.618
N 16.738 19.094 21.620
H 14.516 21.275 21.712
H 16.243 21.203 22.020
H 17.297 19.756 22.140
H 16.865 18.095 21.555
C 13.499 20.092 13.540
O 13.785 19.297 12.668
N 12.383 20.456 14.002
N 14.317 20.867 14.180
H 12.268 21.060 14.803
H 11.592 19.942 13.643
H 15.287 20.917 13.904
H 14.084 21.369 15.025
C 12.010 13.007 20.906
O 11.947 12.526 21.968
N 10.988 13.604 20.394
N 13.076 13.209 20.171
H 10.954 14.259 19.626
H 10.222 13.629 21.053
H 13.952 12.972 20.614
H 12.925 13.710 19.307
C 20.977 20.415 18.077
O 22.050 20.522 18.519
N 20.565 20.967 16.989
N 20.118 19.707 18.679
H 21.025 21.780 16.604
H 19.655 20.664 16.670
H 19.610 19.050 18.105
H 20.407 19.641 19.645
C 9.446 19.580 17.342
O 10.455 19.835 16.737
N 9.166 19.869 18.556
N 8.344 19.394 16.702
H 9.889 20.217 19.169
H 8.252 19.792 18.979
H 7.408 19.395 17.082
H 8.458 19.314 15.702
C 15.610 14.388 11.907
O 14.903 15.387 11.684
N 16.379 13.843 11.054
N 15.747 13.811 13.072
H 17.009 13.167 11.463
H 16.662 14.373 10.242
H 15.180 14.153 13.835
H 16.242 12.942 13.215
C 7.794 15.944 18.966
O 7.841 16.724 19.833
N 7.495 16.137 17.727
N 7.854 14.618 19.066
H 7.350 15.290 17.197
H 7.385 17.067 17.349
H 8.097 14.288 19.989
H 7.749 14.046 18.240
C 9.876 13.075 16.415
O 10.333 12.412 17.326
N 10.266 14.350 16.241
N 9.247 12.585 15.393
H 9.671 14.906 15.645
H 10.957 14.713 16.883
H 8.647 13.106 14.770
H 9.163 11.579 15.370
C 17.768 18.278 11.699
O 17.971 19.104 12.532
N 16.587 17.660 11.581
N 18.686 17.942 10.862
H 15.929 18.237 12.085
H 16.282 17.031 10.853
H 18.589 17.077 10.349
H 19.541 18.419 10.614
C 9.289 17.046 13.493
O 8.936 16.037 14.083
N 8.885 17.359 12.350
N 10.099 17.976 13.865
H 8.337 16.663 11.863
H 9.275 18.139 11.841
H 10.863 17.772 14.494
H 10.037 18.869 13.398
C 15.851 21.175 17.076
O 16.604 21.001 16.088
N 15.274 22.333 17.193
N 15.615 20.304 17.958
H 14.748 22.487 18.041
H 15.534 23.072 16.555
H 15.183 20.562 18.834
H 16.007 19.409 17.703
C 12.219 21.917 19.646
O 13.159 22.313 18.984
N 11.105 22.608 19.768
N 12.280 21.062 20.585
H 10.871 23.376 19.156
H 10.325 22.261 20.307
H 11.439 20.670 20.985
H 13.174 20.594 20.573
C 10.962 9.223 19.024
O 10.531 8.081 19.017
N 10.206 10.309 19.154
N 12.283 9.428 19.167
H 10.660 11.205 19.051
H 9.322 10.101 19.596
H 12.722 10.307 18.934
H 12.921 8.667 19.350
C 11.013 23.080 15.821
O 11.322 24.243 15.808
N 11.902 22.176 16.146
N 9.799 22.587 15.699
H 12.661 22.635 16.629
H 11.384 21.506 16.698
H 8.872 22.987 15.679
H 9.777 21.599 15.489
O 16.788 17.430 16.892
C 17.133 17.510 15.695
N 17.034 18.647 15.052
C 17.671 16.372 14.909
H 16.650 19.519 15.385
H 17.469 18.759 14.147
H 16.901 16.251 14.147
H 17.567 15.559 15.627
H 18.650 16.518 14.453
O 15.696 11.788 15.214
C 15.484 12.081 16.383
N 16.192 11.500 17.280
C 14.411 13.071 16.818
H 17.051 10.995 17.114
H 15.825 11.444 18.220
H 14.490 13.271 17.886
H 13.393 12.747 16.604
H 14.387 14.008 16.261
O 10.648 16.852 22.697
C 11.722 17.214 22.113
N 12.834 17.480 22.692
C 11.603 17.396 20.674
H 12.903 17.216 23.664
H 13.547 18.002 22.202
H 10.806 18.116 20.484
H 11.475 16.416 20.215
H 12.495 17.777 20.177
O 19.497 12.556 18.267
C 19.430 13.672 18.816
N 18.743 13.817 19.885
C 20.288 14.910 18.246
H 18.438 14.667 20.338
H 18.057 13.095 20.052
H 20.970 15.164 19.057
H 19.755 15.787 17.878
H 21.120 14.510 17.666
O 17.606 16.200 22.056
C 17.004 16.028 23.120
N 17.226 16.773 24.121
C 15.900 14.907 23.232
H 16.754 16.581 24.993
H 17.893 17.529 24.061
H 15.060 15.582 23.069
H 15.905 14.468 24.229
H 16.037 14.068 22.550
O 10.816 11.839 11.441
C 11.940 12.259 11.730
N 12.993 12.073 10.977
C 12.178 13.082 13.005
H 13.918 12.294 11.317
H 12.885 11.441 10.196
H 13.206 13.443 13.037
H 11.941 12.528 13.914
H 11.568 13.984 12.946
O 15.404 11.798 20.773
C 15.057 10.641 21.083
N 13.996 10.402 21.778
C 15.906 9.501 20.521
H 13.593 11.242 22.166
H 13.912 9.548 22.311
H 16.746 9.802 19.894
H 15.131 8.867 20.092
H 16.215 9.019 21.448
O 12.609 15.476 18.059
C 13.412 16.254 17.590
N 14.616 16.364 18.177
C 13.038 17.026 16.392
H 14.937 15.752 18.914
H 15.296 17.068 17.929
H 12.523 16.372 15.689
H 13.910 17.330 15.813
H 12.402 17.892 16.572
O 10.903 17.726 10.281
C 11.860 16.943 10.180
N 12.972 17.236 10.899
C 11.717 15.730 9.349
H 12.845 18.121 11.368
H 13.768 16.661 10.664
H 11.851 16.097 8.331
H 10.741 15.248 9.399
H 12.469 15.028 9.708
```

Output
- energy (eV) = -137060.47532
- LUMO (eV) = -0.44
- E_HOMO (eV) = -8.76
- Kohn-Sham gap (eV) = 8.3

Entry from the Open Molecules 2025 dataset: a single C5H5F3O2S molecule at a distorted geometry (ωB97M-V/def2-TZVPD).

```
16
Properties=species:S:1:pos:R:3
C 0.455 -0.791 -1.586
C 0.186 -0.323 -0.259
C 0.001 0.316 0.731
C -0.391 0.977 2.031
S 0.155 0.890 3.858
O -0.915 0.250 4.587
O 0.715 2.140 4.299
C 1.552 -0.321 3.855
F 2.511 0.030 2.920
F 2.170 -0.721 4.923
F 0.824 -1.329 3.292
H 0.368 -1.958 -1.514
H 1.382 -0.472 -1.847
H -0.303 -0.420 -2.379
H -0.145 2.082 1.831
H -1.443 0.588 2.213
```

Output
- structure (SMILES) = CC#CCS(=O)(=O)C(F)(F)F
- energy (eV) = -28344.65093
- relative energy (zero: lowest compared OMol25 entry of this formula, charge and spin) (eV) = 0.000
- LUMO (eV) = 0.60
- E_HOMO (eV) = -10.19
- Kohn-Sham gap (eV) = 10.8